(1)
ORCA calculation (ωB97M-V/def2-TZVPD) on the molecule C4H7N3O.

energy above the lowest of the compared OMol25 structures with the same formula, charge and spin	180.3	kcal per mole
orbital gap	9.33	eV
electronic energy	-10771.9287	eV
structure (SMILES)	ON1C=NN2C[C@@H]2C1
LUMO	0.74	eV
total charge	0

XYZ file:
```
15
Properties=species:S:1:pos:R:3:lowdin_charge:R:1
O 0.647 -2.590 -0.155 -0.055
N 0.090 -1.296 -0.407 -0.164
C -0.962 -1.080 0.545 -0.208
N -1.636 -0.036 0.775 0.016
N -1.188 0.840 -0.119 -0.066
C -0.388 2.177 -0.049 -0.079
C 0.308 1.017 -0.125 -0.306
C 0.971 -0.187 -0.905 -0.068
H 0.816 -2.541 0.850 0.129
H -1.476 -1.976 1.041 0.148
H -0.731 2.831 -0.859 0.104
H -0.264 2.873 0.865 0.134
H 0.850 0.707 0.908 0.171
H 0.863 -0.242 -1.923 0.069
H 2.100 -0.497 -0.443 0.176
```


(2)
ORCA calculation (ωB97M-V/def2-TZVPD) on the molecule CH2O.

energy above the lowest of the compared OMol25 structures with the same formula, charge and spin	4.0	kcal per mole
orbital gap	11.00	eV
electronic energy	-3115.7547	eV
structure (SMILES)	C=O
LUMO	0.72	eV
total charge	0

XYZ file:
```
4
Properties=species:S:1:pos:R:3:lowdin_charge:R:1
C 0.104 -0.415 0.333 -0.118
O -0.101 0.515 -0.437 -0.025
H -0.827 -0.760 0.880 0.089
H 1.012 -0.866 0.618 0.055
```


(3)
ORCA calculation (ωB97M-V/def2-TZVPD) on a structure of composition C35H29ClNO4ReTe.

<S²>	3.81
orbital gap (spin up / spin down)	6.02 / 7.04	eV
electronic energy	-68394.6009	eV
LUMO (spin up / spin down)	2.53 / 2.51	eV
total charge	-1
2S+1	4

XYZ file:
```
72
Properties=species:S:1:pos:R:3:lowdin_charge:R:1
Re 0.146 -0.910 0.628 1.035
O 1.834 -0.420 1.340 -0.397
C 2.844 0.458 0.953 -0.459
C 2.400 1.335 -0.257 -0.071
C 1.246 2.215 0.104 -0.254
C 1.436 3.546 0.443 -0.017
C 0.336 4.311 0.796 -0.049
C -0.907 3.710 0.823 -0.022
C -1.024 2.357 0.504 -0.224
C -2.381 1.728 0.693 -0.052
C -2.688 0.339 0.093 -0.441
O -1.727 -0.597 0.454 -0.407
C -2.848 0.462 -1.434 -0.129
C -1.762 0.267 -2.279 -0.044
C -1.911 0.332 -3.657 -0.075
C -3.149 0.617 -4.211 -0.107
C -4.231 0.857 -3.377 -0.095
C -4.082 0.777 -2.000 -0.031
C -4.008 -0.200 0.692 -0.152
C -4.263 -1.556 0.498 -0.027
C -5.381 -2.159 1.047 -0.076
C -6.277 -1.412 1.802 -0.103
C -6.046 -0.060 1.983 -0.092
C -4.920 0.543 1.433 -0.044
N 0.034 1.641 0.128 0.128
C 4.055 -0.409 0.585 -0.157
C 4.628 -0.461 -0.678 -0.038
C 5.677 -1.335 -0.939 -0.088
C 6.155 -2.171 0.055 -0.103
C 5.581 -2.129 1.319 -0.077
C 4.540 -1.256 1.579 -0.013
C 3.173 1.385 2.124 -0.159
C 4.370 2.093 2.166 -0.037
C 4.639 2.955 3.220 -0.095
C 3.717 3.113 4.245 -0.106
C 2.522 2.407 4.208 -0.068
C 2.250 1.546 3.153 -0.003
H 2.102 0.656 -1.061 0.096
H 3.245 1.948 -0.570 0.123
H 2.435 3.960 0.443 0.116
H 0.452 5.355 1.060 0.106
H -1.793 4.271 1.095 0.112
H -3.130 2.429 0.321 0.126
H -2.513 1.643 1.776 0.140
H -0.793 0.041 -1.857 0.025
H -1.055 0.146 -4.294 0.102
H -3.277 0.645 -5.287 0.093
H -5.199 1.092 -3.803 0.095
H -4.943 0.954 -1.366 0.112
H -3.552 -2.142 -0.072 0.117
H -5.547 -3.218 0.893 0.102
H -7.142 -1.884 2.252 0.094
H -6.736 0.538 2.566 0.096
H -4.783 1.603 1.595 0.103
H 4.266 0.168 -1.479 0.103
H 6.110 -1.368 -1.931 0.097
H 6.962 -2.862 -0.156 0.094
H 5.943 -2.784 2.102 0.099
H 4.073 -1.231 2.557 0.129
H 5.097 1.965 1.372 0.118
H 5.578 3.495 3.246 0.094
H 3.935 3.774 5.075 0.092
H 1.802 2.515 5.009 0.104
H 1.335 0.965 3.151 0.103
Cl -1.352 -3.383 1.805 0.537
C -1.759 -2.751 3.413 -0.478
C -1.011 -1.446 3.820 -0.729
O -1.160 -1.160 5.009 -0.012
O -0.367 -0.796 2.947 -0.168
H -1.532 -3.521 4.143 0.064
H -2.827 -2.538 3.427 0.067
Te 0.847 -2.523 -1.131 0.073
```


(4)
ORCA calculation (ωB97M-V/def2-TZVPD) on the molecule H2NO2P.

energy above the lowest of the compared OMol25 structures with the same formula, charge and spin	82.8	kcal per mole
orbital gap (spin up / spin down)	8.41 / 8.48	eV
electronic energy	-14903.1750	eV
structure (SMILES)	O=N[PH2]=O
LUMO (spin up / spin down)	-1.51 / -1.49	eV
total charge	0

XYZ file:
```
6
Properties=species:S:1:pos:R:3:lowdin_charge:R:1
O -0.413 -1.593 -0.969 -0.039
N -0.253 -0.418 -1.156 -0.212
P 0.088 0.379 0.314 0.627
O -0.981 0.420 1.295 -0.390
H 0.428 1.555 -0.291 0.001
H 1.130 -0.344 0.808 0.012
```


(5)
ORCA calculation (ωB97M-V/def2-TZVPD) on the molecule C4H11N5.

energy above the lowest of the compared OMol25 structures with the same formula, charge and spin	66.0	kcal per mole
orbital gap	9.40	eV
electronic energy	-11773.6868	eV
structure (SMILES)	CC/N=C\NN/C=N/N
LUMO	0.85	eV
total charge	0

XYZ file:
```
20
Properties=species:S:1:pos:R:3:lowdin_charge:R:1
C -0.570 -0.545 -1.994 -0.124
C 0.318 -1.169 -0.963 -0.305
N 1.603 -0.433 -0.968 0.052
C 2.184 -0.096 0.106 -0.247
N 1.817 0.317 1.385 -0.035
N 0.565 0.009 1.921 -0.041
C -0.475 0.779 1.374 -0.261
N -1.558 0.288 0.961 -0.049
N -2.537 1.218 0.632 -0.015
H -0.146 -0.631 -2.978 0.060
H -1.508 -1.065 -2.010 0.061
H -0.747 0.537 -1.886 0.072
H -0.157 -1.027 -0.016 0.022
H 0.372 -2.297 -1.042 0.133
H 3.237 0.108 0.025 0.102
H 2.563 0.191 2.093 0.140
H 0.442 -0.997 1.752 0.128
H -0.123 1.853 1.351 0.148
H -2.106 2.120 0.310 0.093
H -3.174 0.841 -0.052 0.066
```


(6)
ORCA calculation (ωB97M-V/def2-TZVPD) on the molecule C3H7ClO.

energy above the lowest of the compared OMol25 structures with the same formula, charge and spin	12.4	kcal per mole
orbital gap	10.93	eV
electronic energy	-17793.4921	eV
structure (SMILES)	COCCCl
LUMO	0.94	eV
total charge	0

XYZ file:
```
12
Properties=species:S:1:pos:R:3:lowdin_charge:R:1
C -1.411 -0.524 0.502 -0.146
O -1.079 0.395 -0.470 -0.200
C 0.257 0.263 -0.959 -0.275
C 1.309 0.312 0.176 -0.540
Cl 1.494 1.973 0.911 0.509
H -1.053 -1.480 0.304 0.067
H -1.029 -0.186 1.496 0.099
H -2.511 -0.489 0.538 0.104
H 0.330 0.950 -1.832 0.130
H 0.439 -0.789 -1.381 0.134
H 0.948 -0.371 0.886 0.026
H 2.305 -0.054 -0.172 0.090
```